Below is C3H9N3P as an isolated structure, with properties calculated with wB97M-V/def2-TZVPD.

Positions of all 16 atoms, in Å:
C -0.32 -0.54 0.94
C -1.70 -0.08 1.16
C -0.10 0.70 -1.31
N 0.27 -1.34 1.67
N 0.19 -0.15 -0.23
N 1.72 -1.07 -0.29
P 1.75 -1.98 1.31
H -1.68 1.02 1.10
H -2.08 -0.54 2.12
H -2.33 -0.46 0.35
H -0.43 1.64 -0.82
H 0.81 1.02 -1.76
H -0.84 0.27 -2.03
H 1.75 -1.58 -1.21
H 2.23 -0.17 -0.24
H 2.34 -0.72 1.89

ΔE to the lowest compared entry with this formula, charge and spin: 59.0 kcal per mole
LUMO: -4.946 eV
HOMO energy: -13.59 eV
Gap between HOMO and LUMO: 8.649 eV
Charge: +1
Calculated total energy: -17006.3535 eV

Atomic partial charges in e from the Mulliken method, atoms 1 to 2: atom 1 (C): 0.852, atom 2 (C): -1.062